{
  "formula": "C5H9NO2",
  "method": "wB97M-V/def2-TZVPD",
  "symbols": ["C", "C", "C", "O", "N", "C", "C", "O", "H", "H", "H", "H", "H", "H", "H", "H", "H"],
  "positions_angstrom": [[-1.0222, 1.4604, -2.1621], [-0.6148, 1.0473, -0.6867], [0.7977, 0.6774, -0.4608], [1.6945, 0.8687, -1.1986], [1.1241, 0.1666, 0.8189], [0.0913, -0.3486, 1.6510], [-0.3626, -1.8549, 0.9946], [-1.3915, -2.3425, 1.2772], [-0.8974, 2.6019, -2.2732], [-2.0174, 1.1906, -2.4710], [-0.5286, 0.8872, -2.9721], [-0.8799, 1.8466, 0.0011], [-1.2962, 0.2066, -0.2739], [2.0755, 0.3201, 1.0724], [-0.7972, 0.3329, 1.7253], [0.4020, -0.4302, 2.6523], [0.3110, -2.2207, 0.1617]],
  "e_tot_ev": -10914.8176,
  "gap_ev": 10.108,
  "homo_energy_ev": -9.3,
  "smiles": "CCC(=O)NCC=O"
}


{
  "formula": "C5H9NO2",
  "method": "wB97M-V/def2-TZVPD",
  "symbols": ["C", "C", "C", "C", "O", "N", "C", "O", "H", "H", "H", "H", "H", "H", "H", "H", "H"],
  "positions_angstrom": [[-1.4717, -0.5361, -0.9380], [-0.2187, -0.4771, -0.0716], [-0.3780, 0.7114, 1.0157], [-0.6856, 0.0906, 2.3722], [-1.4723, -0.8021, 2.5526], [1.0267, -0.3133, -0.7917], [1.1805, 0.5662, -1.8180], [2.3262, 0.8002, -2.2009], [-2.2739, -0.8416, -0.2755], [-1.8746, 0.3520, -1.4172], [-1.1930, -1.2148, -1.7380], [-0.2419, -1.3512, 0.5955], [0.5453, 1.3160, 1.0213], [-1.1180, 1.4562, 0.7506], [-0.1524, 0.5164, 3.2278], [1.7580, -0.8219, -0.3281], [0.3506, 0.7653, -2.4844]],
  "e_tot_ev": -10914.9771,
  "gap_ev": 10.328,
  "homo_energy_ev": -9.6,
  "smiles": "C[C@H](CC=O)NC=O"
}


{
  "formula": "C5H9NO2",
  "method": "wB97M-V/def2-TZVPD",
  "symbols": ["O", "C", "O", "C", "C", "C", "C", "N", "H", "H", "H", "H", "H", "H", "H", "H", "H"],
  "positions_angstrom": [[-2.6808, 0.0462, -0.8303], [-1.6708, -0.5952, -0.5695], [-1.4175, -1.7803, -0.3509], [-0.4172, 0.3814, -0.4526], [0.8496, -0.4986, -0.3782], [1.9694, 0.3386, -0.2575], [2.2330, 1.2407, 0.8566], [1.4700, 1.2743, 1.8640], [-4.1264, -1.8733, -0.4533], [-0.5588, 0.9735, 0.4436], [-0.3895, 1.0770, -1.2826], [0.7498, -1.1668, 0.4958], [0.8969, -1.1420, -1.2488], [2.7659, 0.3043, -0.9936], [3.1425, 1.8485, 0.8051], [1.8409, 1.9091, 2.5683], [-4.6570, -2.3372, -0.2162]],
  "e_tot_ev": -10911.0262,
  "gap_ev": 5.268,
  "homo_energy_ev": -8.7
}


{
  "formula": "C5H9NO2",
  "method": "wB97M-V/def2-TZVPD",
  "symbols": ["C", "C", "C", "C", "C", "N", "O", "O", "H", "H", "H", "H", "H", "H", "H", "H", "H"],
  "positions_angstrom": [[-0.1632, -0.1484, -0.0747], [-2.4530, -0.1177, 0.3037], [-2.8856, 0.9394, -0.5780], [3.4309, -0.7060, 0.3357], [2.1458, -0.0635, -0.1280], [-2.9790, -0.9132, 1.0476], [-0.2527, 0.5733, -0.9877], [0.9698, -0.6482, 0.5272], [-2.2138, 1.0554, -1.4933], [-3.2088, 1.8825, -0.0254], [-3.9312, 0.5826, -1.0615], [4.2951, -0.1939, 0.0330], [3.5077, -0.6758, 1.4616], [3.5187, -1.7115, 0.0784], [1.9225, -0.1930, -1.1488], [2.1703, 1.1058, 0.1548], [-3.8732, -0.7678, 1.5553]],
  "e_tot_ev": -10911.5598,
  "gap_ev": [8.082, 8.087],
  "homo_energy_ev": [-7.7, -7.7]
}


{
  "formula": "C5H9NO2",
  "method": "wB97M-V/def2-TZVPD",
  "symbols": ["H", "N", "C", "C", "C", "O", "O", "C", "C", "H", "H", "H", "H", "H", "H", "H", "H"],
  "positions_angstrom": [[-3.1649, 1.4602, -0.8575], [-2.2030, 1.2390, -0.7156], [-1.8703, 0.1782, -0.1295], [-2.6892, -0.9978, 0.2258], [-0.3639, 0.0117, 0.2771], [-0.1244, -0.9477, 0.9894], [0.5931, 0.8695, -0.0045], [1.9282, 0.6496, 0.4188], [2.7707, 0.1234, -0.7000], [-2.0127, -1.8273, 0.0550], [-3.5562, -1.0337, -0.3018], [-2.5656, -0.9877, 1.3030], [2.1302, 1.6155, 1.0476], [1.9537, -0.1370, 1.3187], [3.8385, 0.1012, -0.2289], [2.6043, -0.9398, -0.9627], [2.7315, 0.6227, -1.7350]],
  "e_tot_ev": -10914.2890,
  "gap_ev": 10.493,
  "homo_energy_ev": -9.7,
  "smiles": "[H]/N=C(\\C)C(=O)OCC"
}


{
  "formula": "C5H9NO2S",
  "method": "wB97M-V/def2-TZVPD",
  "symbols": ["C", "C", "N", "C", "O", "C", "O", "C", "S", "H", "H", "H", "H", "H", "H", "H", "H", "H"],
  "positions_angstrom": [[1.9793, -1.5671, -0.2549], [1.7008, -0.3137, 0.7067], [0.3365, 0.1821, 0.8022], [-0.0823, 1.2257, -0.0344], [0.6945, 1.7773, -0.7093], [-1.5190, 1.6661, 0.0913], [-2.2468, 1.0930, -1.0217], [-2.6107, -0.1858, -0.9706], [-2.2396, -1.3655, 0.0566], [2.0361, -1.2086, -1.1750], [3.0303, -1.9717, 0.0464], [1.4151, -2.4259, -0.1900], [2.0197, -0.6494, 1.7647], [2.3153, 0.5710, 0.4885], [-0.3141, -0.5079, 1.1802], [-1.9967, 1.3216, 1.0693], [-1.4517, 2.6911, 0.0407], [-3.0665, -0.3323, -1.8906]],
  "e_tot_ev": -21749.7909,
  "gap_ev": 9.317,
  "homo_energy_ev": -9.2,
  "smiles": "CCNC(=O)COC=S"
}


{
  "formula": "C5H9NO2S",
  "method": "wB97M-V/def2-TZVPD",
  "symbols": ["C", "C", "C", "C", "C", "N", "O", "O", "S", "H", "H", "H", "H", "H", "H", "H", "H", "H"],
  "positions_angstrom": [[1.8838, 0.5607, -1.2766], [2.0763, -0.4074, -0.0822], [1.8840, 1.9219, 1.0891], [-3.3862, -1.4331, 0.7698], [1.9889, 1.0268, 0.1314], [-2.1732, -1.4746, 0.3777], [-1.5937, 1.1706, 0.1034], [-1.5466, -0.3674, -2.0174], [-1.1197, 0.0067, -0.6574], [2.8226, 0.6060, -1.9002], [0.9723, 0.9411, -1.8736], [1.3359, -1.1614, 0.2179], [3.1407, -0.6815, 0.0700], [1.5817, 1.5721, 2.0802], [1.7502, 2.9450, 0.8061], [-3.8822, -2.2940, 1.1762], [-3.9897, -0.5973, 0.5529], [-1.7452, -2.3345, 0.4325]],
  "e_tot_ev": -21746.7636,
  "gap_ev": 8.989,
  "homo_energy_ev": -9.2
}


{
  "formula": "C5H9NO3",
  "method": "wB97M-V/def2-TZVPD",
  "symbols": ["N", "C", "C", "C", "O", "C", "C", "O", "H", "H", "H", "H", "H", "H", "H", "O", "H", "H"],
  "positions_angstrom": [[-0.8627, 2.7733, 1.8948], [-1.5271, 3.2013, 3.0100], [-1.1251, 3.0962, 4.3206], [-2.0146, 3.8571, 5.1591], [-2.0345, 3.8980, 6.3883], [-2.9505, 4.6721, 4.2709], [-2.6420, 4.2250, 2.8398], [-2.3162, 5.2471, 1.9279], [-0.6155, 3.4757, 1.2060], [-0.1438, 2.0687, 2.0081], [-0.3204, 2.4632, 4.6923], [-3.9967, 4.5118, 4.5617], [-2.7321, 5.7420, 4.4062], [-3.5049, 3.7066, 2.3956], [-1.5753, 5.7612, 2.2667], [-3.2265, 0.8469, 2.1581], [-2.3930, 1.0951, 1.6031], [-2.8999, 0.3795, 2.9325]],
  "e_tot_ev": -12963.0562,
  "gap_ev": 9.575,
  "homo_energy_ev": -9.2,
  "smiles": "NC1=CC(=O)C[C@H]1O.O"
}


{
  "formula": "C5H9NO4",
  "method": "wB97M-V/def2-TZVPD",
  "symbols": ["N", "C", "C", "C", "C", "O", "O", "C", "O", "O", "H", "H", "H", "H", "H", "H", "H", "H", "H"],
  "positions_angstrom": [[-0.6493, -1.7262, -1.1984], [-0.6814, -0.9337, 0.0389], [-0.0888, 0.5658, 0.1411], [1.3352, 0.7167, -0.3004], [2.0053, 2.1211, -0.1708], [2.7244, 2.7119, -0.9192], [1.7165, 2.7131, 1.0297], [-2.0995, -0.8537, 0.5818], [-2.5654, 0.0961, 1.1166], [-2.7881, -2.0332, 0.4269], [-0.2533, -2.6367, -1.0593], [0.1519, -1.2052, -1.6727], [-0.0538, -1.4535, 0.7279], [-0.9132, 1.2365, -0.1087], [-0.0898, 0.7171, 1.1734], [1.5596, 0.4065, -1.3690], [1.8990, -0.0220, 0.2771], [1.0288, 2.2529, 1.4852], [-2.2383, -2.6735, -0.2001]],
  "e_tot_ev": -15010.4871,
  "gap_ev": 10.638,
  "homo_energy_ev": -10.5,
  "smiles": "N[C@@H](CCC(=O)O)C(=O)O"
}


{
  "formula": "C5H9NOS",
  "method": "wB97M-V/def2-TZVPD",
  "symbols": ["C", "C", "C", "C", "C", "H", "H", "H", "H", "H", "H", "H", "H", "H", "N", "O", "S"],
  "positions_angstrom": [[2.3773, -0.1899, -0.0908], [1.1849, 0.3864, 0.4999], [-0.6754, 1.0238, -0.2110], [-0.3213, -0.2717, 0.3634], [-0.9550, -0.7665, 1.6898], [3.0706, 0.9021, -0.2729], [2.9066, -0.9585, 0.7999], [2.2639, -0.9454, -1.2353], [1.1577, 0.4890, 1.5560], [0.9894, 2.4211, -0.1352], [-1.9944, -1.5096, 1.5998], [-1.1852, 0.1587, 2.3944], [-0.2152, -1.4714, 2.1410], [-1.8728, -1.5504, -0.7662], [0.6112, 1.4263, -0.1084], [-1.6355, 1.6816, -0.5343], [-0.3736, -1.3791, -0.9098]],
  "e_tot_ev": -19699.5430,
  "gap_ev": 9.486,
  "homo_energy_ev": -9.0
}